The following is a quantum chemistry calculation of a cluster of 2 separate species, C5H6 in total at a distorted geometry, from OMol25.

Computed properties:
Structure (SMILES): C=C=C.C#C
Calculated total energy: -5277.74095 eV
LUMO energy: 1.119 eV
ΔE to the lowest compared entry with this formula, charge and spin: 79.75 kcal per mole

Structure (ORCA input):
```
! RIJCOSX wB97M-V def2-TZVPD def2/J DEFGRID3
* xyz 0 1
C 1.9953 0.6550 -1.0402
C 0.8811 0.0742 -1.2999
C -0.2636 -0.5596 -1.5017
H 2.6881 0.7150 -1.8572
H 2.0664 1.1802 -0.1282
H -1.1742 -0.2211 -1.9723
H -0.3113 -1.6366 -1.3698
C -0.9438 -0.1371 2.5918
C -1.9174 0.0809 1.9238
H -0.1675 -0.5134 3.2337
H -2.8530 0.3624 1.4201
*
```

The following is a quantum chemistry calculation of an isolated molecule of C5H6 at a distorted geometry, from OMol25.

Computed properties:
Structure (SMILES): C#CCC=C
Calculated total energy: -5279.10750 eV
LUMO energy: 1.139 eV
ΔE to the lowest compared entry with this formula, charge and spin: 48.23 kcal per mole

Structure (ORCA input):
```
! RIJCOSX wB97M-V def2-TZVPD def2/J DEFGRID3
* xyz 0 1
C -2.5568 -0.5539 0.0369
C -1.5286 0.0453 -0.0714
C -0.1861 0.7670 -0.0761
C 0.9195 0.0254 0.5686
C 1.8427 -0.5618 -0.2171
H -3.5288 -1.0202 0.0819
H 0.0910 0.9961 -1.0664
H -0.4378 1.8200 0.2722
H 0.8021 -0.0562 1.6770
H 2.8123 -1.0798 0.1264
H 1.7706 -0.3817 -1.3319
*
```

The following is a quantum chemistry calculation of an isolated molecule of C5H6 at a distorted geometry, from OMol25.

Computed properties:
Structure (SMILES): C#CCC=C
Calculated total energy: -5279.22221 eV
LUMO energy: 1.118 eV
ΔE to the lowest compared entry with this formula, charge and spin: 45.59 kcal per mole

Structure (ORCA input):
```
! RIJCOSX wB97M-V def2-TZVPD def2/J DEFGRID3
* xyz 0 1
C 0.6745 -1.9493 1.4370
C 0.1310 -0.9909 0.8570
C -0.5619 0.2011 0.4150
C 0.2730 0.9432 -0.6803
C -0.3460 1.4045 -1.7703
H 1.2480 -2.7338 2.0074
H -1.5414 0.0133 -0.0104
H -0.7995 0.8377 1.3118
H 1.3293 0.9950 -0.4263
H 0.1798 1.8938 -2.5854
H -1.4395 1.3420 -1.8478
*
```

The following is a quantum chemistry calculation of a structure of composition C5H6AgLiO5 at a distorted geometry, from OMol25.

Computed properties:
Calculated total energy: -19722.79145 eV
LUMO energy: -0.323 eV

Structure (ORCA input):
```
! RIJCOSX wB97M-V def2-TZVPD def2/J DEFGRID3
* xyz 0 1
O 1.7238 0.0626 -0.8334
C 1.6743 0.6330 0.3511
C 1.0367 -1.2037 -0.7833
O 2.0657 1.7549 0.5960
O 1.2105 -0.2068 1.2847
C 1.0636 -1.5232 0.7043
Li 0.5324 2.9540 0.2161
H 1.5777 -1.9220 -1.4037
H 0.0153 -1.0446 -1.1519
H 1.9261 -2.1272 1.0068
H 0.1259 -1.9552 1.0634
O -2.1200 -0.6127 0.6938
C -2.3463 0.0994 -0.4056
C -1.6909 1.2605 -0.6759
O -0.7687 1.7477 0.1920
Ag -1.0782 0.5566 1.9047
H -3.0763 -0.2756 -1.1454
H -1.8715 1.8026 -1.6138
*
```

The following is a quantum chemistry calculation of a structure of composition C5H6AgO3 at a distorted geometry, from OMol25.

Computed properties:
Calculated total energy: -15410.35547 eV
LUMO energy (alpha / beta): -5.269 / -7.914 eV
ΔE to the lowest compared entry with this formula, charge and spin: 5.40 kcal per mole

Structure (ORCA input):
```
! RIJCOSX wB97M-V def2-TZVPD def2/J DEFGRID3
* xyz 1 3
O 3.4300 0.0486 -2.1040
C 3.3394 0.3353 -0.9840
O 3.6786 0.7686 0.0846
O 1.3457 -0.3057 0.5500
C 0.0477 -0.7731 0.3346
C -0.9813 0.3585 0.3471
C -2.3909 -0.1696 0.1970
C -3.2015 0.1019 -0.8020
Ag 2.5024 0.5926 1.7678
H -0.2161 -1.5164 1.1088
H 0.0098 -1.2801 -0.6460
H -0.7476 1.0731 -0.4553
H -0.9008 0.8929 1.3086
H -2.7337 -0.8391 0.9986
H -3.1815 0.7125 -1.7059
*
```

The following is a quantum chemistry calculation of a structure of composition C5H6AuCl2MnO3S at a distorted geometry, from OMol25.

Computed properties:
Calculated total energy: -82260.79702 eV
LUMO energy (alpha / beta): -19.031 / -19.023 eV

Structure (ORCA input):
```
! RIJCOSX wB97M-V def2-TZVPD def2/J DEFGRID3
* xyz 4 7
Au 0.9660 1.1268 -3.7550
Mn -0.5559 0.2699 -0.1875
Cl 1.0147 1.1356 -1.4823
Cl -1.3013 -1.3219 -1.4283
C -2.3960 0.2864 0.5238
C 1.9305 1.6419 -5.4929
C 0.5206 1.3439 -5.7076
O -3.3656 0.3166 1.1872
O 2.9282 2.0149 -6.0474
O -0.2944 1.3549 -6.5940
C 0.5076 -2.0994 2.6828
S 0.4467 -0.3134 2.1954
C -0.3871 0.3317 3.6755
H 0.2030 -2.7825 1.8743
H -0.2020 -2.2355 3.5060
H 1.4980 -2.3692 3.0917
H -0.3717 -0.5089 4.3650
H 0.2705 1.1065 4.0875
H -1.4116 0.7019 3.5058
*
```

The following is a quantum chemistry calculation of a cluster of 2 separate species, C5H6Br2IN3O3P in total, from OMol25.

Computed properties:
Calculated total energy: -173359.90269 eV
LUMO energy: -5.303 eV

Structure (ORCA input):
```
! RIJCOSX wB97M-V def2-TZVPD def2/J DEFGRID3
* xyz 1 1
O 2.9664 -0.5515 -0.7077
P 2.1467 -0.2257 -2.0420
Br 2.8524 -1.7475 -3.4329
N 0.5726 -1.1011 -1.4924
N 0.6818 -2.4343 -1.3502
C -0.3590 -3.0984 -0.9418
I -0.1430 -5.1430 -0.7103
C -1.6013 -2.4786 -0.6580
C -1.6849 -1.1353 -0.7929
C -0.5389 -0.4459 -1.2152
Br -0.6153 1.4048 -1.3554
H 2.9702 -1.4885 -0.4502
H -2.4482 -3.0631 -0.3265
H -2.5912 -0.5906 -0.5689
C 0.2405 3.4498 2.1088
N -1.0184 2.7846 2.5452
O -0.9257 1.6986 3.0813
O -2.0544 3.3624 2.3020
H 1.0719 2.8092 2.3769
H 0.1649 3.5778 1.0334
H 0.3129 4.4165 2.5966
*
```

The following is a quantum chemistry calculation of a cluster of 2 separate species, C5H6BrN3O3 in total at a distorted geometry, from OMol25.

Computed properties:
Structure (SMILES): [O-][n+]1oc(Br)nc1CO.CC#N
Calculated total energy: -85932.78889 eV
LUMO energy (alpha / beta): 0.236 / 0.235 eV
ΔE to the lowest compared entry with this formula, charge and spin: 0.00 kcal per mole

Structure (ORCA input):
```
! RIJCOSX wB97M-V def2-TZVPD def2/J DEFGRID3
* xyz 0 1
O 0.4565 -1.1979 0.1308
N 0.4904 -0.6159 -0.9540
O 1.7907 -0.4403 -1.6668
C 1.4159 0.1109 -2.8199
Br 2.6695 0.3253 -4.1614
N 0.1300 0.3997 -2.9238
C -0.4544 -0.0148 -1.7929
C -1.8336 0.3120 -1.2599
O -1.8773 1.5531 -0.6159
H -2.0839 -0.6274 -0.6389
H -2.6617 0.2417 -2.1135
H -1.5407 1.3833 0.2708
C 0.9800 -0.5056 3.2462
C -0.0865 0.1989 2.6456
N -0.9237 0.7823 2.1318
H 1.1623 -1.4813 2.9410
H 0.5344 -0.4659 4.2122
H 1.8321 0.0419 3.3686
*
```

The following is a quantum chemistry calculation of an isolated molecule of C5H6BrNS at a distorted geometry, from OMol25.

Computed properties:
Structure (SMILES): C[C@@H](Br)c1nccs1
Calculated total energy: -87649.40162 eV
LUMO energy: 0.526 eV
ΔE to the lowest compared entry with this formula, charge and spin: 7.77 kcal per mole

Structure (ORCA input):
```
! RIJCOSX wB97M-V def2-TZVPD def2/J DEFGRID3
* xyz 0 1
C 0.5299 1.8872 -0.7991
C 1.1387 0.5566 -0.6141
Br 2.7697 0.6448 0.5291
C 0.2792 -0.4974 0.0368
N -0.1914 -0.3782 1.2515
C -1.2561 -1.2351 1.4878
C -1.5252 -2.0849 0.4802
S -0.5351 -1.7123 -0.9514
H 0.7992 2.6576 0.0244
H -0.5816 1.7830 -0.8246
H 0.8907 2.3373 -1.8042
H 1.5916 0.3223 -1.6356
H -1.7210 -1.3482 2.4791
H -2.1887 -2.9327 0.3401
*
```

The following is a quantum chemistry calculation of a structure of composition C5H6Cl2IrNdO4 at a distorted geometry, from OMol25.

Computed properties:
Calculated total energy: -56576.89011 eV
LUMO energy (alpha / beta): -16.681 / -21.408 eV
ΔE to the lowest compared entry with this formula, charge and spin: 4.76 kcal per mole

Structure (ORCA input):
```
! RIJCOSX wB97M-V def2-TZVPD def2/J DEFGRID3
* xyz 4 8
Ir 1.8814 1.4818 -2.3922
Nd -0.0243 0.0851 -0.8540
Cl 1.0989 2.5344 -0.1967
Cl 2.4135 -0.7480 -1.4910
C -0.7235 -2.4349 -1.2630
C 1.3863 3.1787 -2.9992
C 2.6115 0.8684 -4.0054
O -1.0269 -3.5143 -1.5320
O 1.1634 4.2132 -3.4478
O 3.0853 0.6371 -5.0441
C -1.5719 -0.8559 3.4557
C -1.2149 -1.0548 1.9841
O -0.4364 0.1714 1.5315
H -0.6512 -0.7605 4.0600
H -2.1420 -1.7275 3.8168
H -2.1868 0.0503 3.5945
H -0.5455 -1.9025 1.8139
H -2.1074 -1.1628 1.3328
H -1.0096 0.9407 1.6363
*
```

The following is a quantum chemistry calculation of the ion C5H6Cl2N3O4 with charge -1 at a distorted geometry, from OMol25.

Computed properties:
Structure (SMILES): O=C([O-])[C@@]1(Cl)CC[C@H](Cl)N1/[N+]([O-])=N/O
Calculated total energy: -42984.14869 eV
LUMO energy: 3.111 eV
ΔE to the lowest compared entry with this formula, charge and spin: 39.25 kcal per mole

Structure (ORCA input):
```
! RIJCOSX wB97M-V def2-TZVPD def2/J DEFGRID3
* xyz -1 1
O 0.5253 -1.0650 1.8273
C 1.2023 -1.2765 0.8188
O 2.1241 -2.0345 0.6126
C 0.8973 -0.2019 -0.4198
Cl 2.4396 0.5698 -0.6816
C 0.3999 -1.0011 -1.6834
C -1.0752 -0.7820 -1.6319
C -1.2844 0.5681 -0.9032
Cl -1.7430 1.8101 -2.0173
N -0.0784 0.7969 -0.2065
N -0.2431 1.1690 1.3937
O -1.3356 1.2474 1.9232
N 0.8841 1.4744 1.8299
O 0.8356 1.9346 3.1598
H 0.6409 -2.1052 -1.4500
H 0.9046 -0.7019 -2.6502
H -1.5812 -0.8437 -2.5597
H -1.5225 -1.5048 -0.8583
H -2.2651 0.5844 -0.2394
H 0.2746 1.3621 3.7359
*
```

The following is a quantum chemistry calculation of a structure of composition C5H6ClFO at a distorted geometry, from OMol25.

Computed properties:
Calculated total energy: -22565.03476 eV
LUMO energy: -0.445 eV
ΔE to the lowest compared entry with this formula, charge and spin: 89.35 kcal per mole

Structure (ORCA input):
```
! RIJCOSX wB97M-V def2-TZVPD def2/J DEFGRID3
* xyz 0 1
C 1.2962 -1.0580 0.5164
C 0.2312 -0.1394 0.1075
C 0.4298 1.2634 0.6274
C -0.8538 -0.5198 -0.6401
C -1.9493 0.2552 -1.2377
H 2.4408 -0.3586 0.8881
H 1.2497 -1.9313 -0.4683
H 0.8728 -1.7189 1.7231
H 1.0267 1.0177 1.6778
H -0.4963 1.9381 1.0472
H -1.9304 1.3499 -0.9572
O -2.8353 -0.3178 -1.8086
F -0.9260 -1.8456 -0.8968
Cl 1.4438 2.0651 -0.5789
*
```

The following is a quantum chemistry calculation of an isolated molecule of C5H6ClFO at a distorted geometry, from OMol25.

Computed properties:
Structure (SMILES): F[C@@H](Cl)[C@H]1CC=CO1
Calculated total energy: -22568.61670 eV
LUMO energy: 0.966 eV
ΔE to the lowest compared entry with this formula, charge and spin: 6.75 kcal per mole

Structure (ORCA input):
```
! RIJCOSX wB97M-V def2-TZVPD def2/J DEFGRID3
* xyz 0 1
F -1.8052 0.8206 0.4265
C -0.7072 0.6542 -0.3955
Cl 0.0761 2.2132 -0.6460
C 0.1993 -0.1698 0.5263
C -0.4707 -1.4814 0.9766
C 0.3663 -2.5278 0.3224
C 1.3080 -1.8914 -0.3366
O 1.3701 -0.5308 -0.1818
H -0.9514 0.2074 -1.3431
H 0.5089 0.4491 1.4103
H -0.3895 -1.5692 2.0420
H -1.5662 -1.4929 0.6974
H 0.2113 -3.5941 0.3187
H 2.0054 -2.2658 -1.0872
*
```

The following is a quantum chemistry calculation of an isolated molecule of C5H6ClIS at a distorted geometry, from OMol25.

Computed properties:
Structure (SMILES): CC(=S)C/C=C(\Cl)I
Calculated total energy: -36738.58411 eV
LUMO energy: -0.003 eV

Structure (ORCA input):
```
! RIJCOSX wB97M-V def2-TZVPD def2/J DEFGRID3
* xyz 0 1
C 0.8786 0.5203 -0.9884
C 0.5373 -0.6615 -0.0743
S 1.3512 -2.0082 -0.2872
C -0.4309 -0.2929 0.9745
C -0.8752 -1.3188 1.9367
C -2.0085 -1.2192 2.6210
Cl -3.3232 -0.1544 2.3910
I -2.3266 -2.7808 4.1094
H 1.7161 0.3124 -1.7131
H 1.4924 1.1688 -0.3144
H 0.0048 0.9449 -1.2339
H -1.4048 -0.0297 0.5305
H -0.0478 0.6797 1.3172
H -0.2441 -2.1682 2.3072
*
```

The following is a quantum chemistry calculation of an isolated molecule of C5H6ClN3 at a distorted geometry, from OMol25.

Computed properties:
Calculated total energy: -22267.52631 eV
LUMO energy (alpha / beta): 0.669 / -2.688 eV
ΔE to the lowest compared entry with this formula, charge and spin: 60.68 kcal per mole

Structure (ORCA input):
```
! RIJCOSX wB97M-V def2-TZVPD def2/J DEFGRID3
* xyz 0 3
C -1.5348 -0.3055 1.2465
C 0.4995 -0.6546 1.8123
C -0.2942 0.4185 -1.8125
C 1.1401 0.1350 -1.4485
C 0.2455 0.8377 -0.5045
N -1.5371 -1.0365 2.3198
N -0.2594 -1.2575 2.6818
N -0.2597 -0.0235 0.8801
Cl 2.1853 -0.6168 1.8138
H -2.3991 0.0353 0.7166
H -0.5190 1.2062 -2.5158
H -0.9747 -0.4175 -1.8611
H 1.4030 -0.8878 -1.2354
H 1.9346 0.7080 -1.9006
H 0.3700 1.8589 -0.1926
*
```

The following is a quantum chemistry calculation of an isolated molecule of C5H6ClN3S at a distorted geometry, from OMol25.

Computed properties:
Structure (SMILES): CNc1c(Cl)[nH]cnc1=S
Calculated total energy: -33107.47688 eV
LUMO energy (alpha / beta): -0.349 / -0.349 eV

Structure (ORCA input):
```
! RIJCOSX wB97M-V def2-TZVPD def2/J DEFGRID3
* xyz 0 1
C 0.4030 1.4422 -2.0546
N 0.9040 0.9008 -0.8525
C 0.2300 0.1346 -0.0512
C -0.8122 -0.7394 -0.1848
Cl -1.8690 -0.9858 -1.6703
N -1.2015 -1.5745 0.8514
C -0.7058 -1.4354 2.1545
N 0.3737 -0.8405 2.4847
C 0.9747 -0.0338 1.6660
S 2.3103 0.8386 1.7995
H -0.4958 0.9071 -2.5083
H 0.0955 2.4335 -1.7530
H 1.1384 1.7436 -2.9386
H 1.8727 1.2039 -0.4325
H -2.1598 -1.8491 0.6950
H -1.0584 -2.1460 2.7946
*
```

The following is a quantum chemistry calculation of an isolated molecule of C5H6ClNO2 at a distorted geometry, from OMol25.

Computed properties:
Structure (SMILES): CO[C@H]1NC(=O)C=C1Cl
Calculated total energy: -23388.08716 eV
LUMO energy: 0.435 eV
ΔE to the lowest compared entry with this formula, charge and spin: 5.28 kcal per mole

Structure (ORCA input):
```
! RIJCOSX wB97M-V def2-TZVPD def2/J DEFGRID3
* xyz 0 1
C 1.4262 -1.0506 -0.6248
O 0.6682 -0.3449 -1.6075
C -0.3962 0.3096 -1.0173
N -1.2730 -0.5225 -0.2039
C -1.3642 -0.1810 1.1552
O -1.9328 -0.7447 2.0386
C -0.5319 0.9611 1.3661
C 0.0951 1.4062 0.2850
Cl 1.3411 2.4555 -0.2169
H 0.8746 -1.8568 -0.2146
H 1.6731 -0.3765 0.2162
H 2.2778 -1.1604 -1.1377
H -0.8779 1.0384 -1.7712
H -1.5915 -1.3993 -0.5781
H -0.3888 1.4658 2.3109
*
```